# C11H14N2

A 2-piece molecular cluster, C11H14N2 overall (wB97M-V/def2-TZVPD, the OMol25 dataset).

```
! RIJCOSX wB97M-V def2-TZVPD def2/J DEFGRID3
* xyz 0 1
C -2.069 0.569 -3.452
C -0.707 -2.139 -1.586
C -1.206 -0.355 -2.670
C 0.157 -0.422 -2.654
N -1.722 -1.412 -1.957
N 0.473 -1.544 -1.917
H -0.716 -3.141 -1.200
H 1.410 -1.683 -1.583
H 0.929 0.292 -2.870
H -3.120 0.523 -3.184
H -1.996 0.324 -4.515
H -1.756 1.612 -3.390
C -1.481 0.837 2.216
C -0.006 0.612 2.058
C 0.537 -0.597 2.516
C 0.837 1.632 1.618
C 1.871 -0.880 2.367
C 2.191 1.276 1.450
C 2.741 0.055 1.798
H -1.688 1.861 2.549
H -1.939 0.184 2.958
H -0.134 -1.096 3.191
H 0.637 2.688 1.722
H 2.263 -1.812 2.687
H 2.800 2.071 1.038
H 3.745 -0.216 1.517
H -2.052 0.762 1.295
*
```

Output
SMILES string: Cc1c[nH]cn1.Cc1ccccc1
Frontier orbital gap in hartree: 0.33929
E in eV: -14613.655
HOMO level in eV: -8.415
Maximum force in eV/A: 2.299
LUMO energy in eV: 0.818